A:
ORCA calculation (ωB97M-V/def2-TZVPD) on an isolated ion of composition CH6N3OS and charge +1.

Geometry (Å):
1 H -1.129 -0.234 2.461
2 H 0.455 0.413 -2.983
3 C 0.079 -0.360 0.823
4 H 1.835 0.622 0.581
5 H -1.414 -1.408 0.687
6 H 0.442 0.438 2.718
7 N 0.581 -0.370 -2.500
8 S 1.814 -0.164 -1.444
9 N 1.047 0.387 0.085
10 H 0.135 -1.348 -2.617
11 N -0.212 -0.081 2.086
12 O -0.668 -1.165 0.122

Its HOMO energy is -13.21 eV. As for the structure (SMILES): NS/[NH+]=C(/N)O. The value obtained for the HOMO-LUMO gap is 9.43 eV. Its charge is +1.

=====

B:
ORCA calculation (ωB97M-V/def2-TZVPD) on CH6N3OS as an isolated structure.

Geometry (Å):
1 H -2.692 1.256 -0.920
2 H 2.503 1.129 -0.187
3 C 1.649 0.530 0.116
4 S -1.375 -0.258 0.502
5 H 3.051 -1.039 0.200
6 N 2.137 -0.648 0.372
7 H 1.560 -1.359 0.824
8 H -1.799 -1.855 -1.153
9 N -1.346 -1.533 -0.319
10 O 0.461 0.867 0.172
11 H -1.934 1.885 0.435
12 N -2.216 1.024 -0.041

Its HOMO energy is -14.87 eV. The value obtained for the HOMO-LUMO gap is 10.03 eV. Its charge is +1.

=====

Energies in hartree, measured from the most stable structure: A 0.0000; B 0.0274.

=====

A:
ORCA calculation (ωB97M-V/def2-TZVPD) on a 4-piece molecular cluster, C4H16O4 overall.

Geometry (Å):
1 H 5.005 -15.419 25.235
2 H 11.516 -14.039 24.253
3 H 0.064 -14.263 26.480
4 H 7.577 -14.482 25.416
5 H 8.946 -16.058 28.761
6 C 8.326 -16.669 30.441
7 O 9.754 -12.853 24.315
8 O 1.135 -14.505 28.275
9 O 7.001 -15.184 25.725
10 H 11.315 -12.947 22.891
11 C 0.110 -13.895 27.505
12 H 5.468 -14.467 26.706
13 C 10.778 -13.588 23.591
14 H 1.204 -14.160 29.168
15 H 8.806 -16.679 31.419
16 H 0.315 -12.836 27.664
17 H 10.280 -12.085 24.547
18 H 5.796 -13.773 25.068
19 H 7.958 -17.637 30.100
20 H 7.635 -15.826 30.467
21 H -0.781 -14.125 28.088
22 C 5.686 -14.681 25.660
23 O 9.388 -16.248 29.592
24 H 10.359 -14.353 22.937

Its HOMO energy is -10.04 eV. As for the structure (SMILES): CO.CO.CO.CO. The value obtained for the HOMO-LUMO gap is 10.73 eV.

=====

B:
ORCA calculation (ωB97M-V/def2-TZVPD) on a 5-piece molecular cluster, C4H16O4 overall.

Geometry (Å):
1 O 0.496 1.810 2.045
2 H 0.939 -2.623 1.664
3 H -1.588 2.024 -1.227
4 H 0.529 2.069 1.118
5 O -1.233 -2.544 0.197
6 C 0.739 0.580 -2.006
7 H 0.753 -1.315 1.900
8 H -0.041 0.044 -2.522
9 H -1.769 -0.893 1.404
10 C 0.543 1.813 -1.553
11 H 2.853 0.090 -2.222
12 H -0.770 3.577 -1.421
13 H -1.113 2.565 -2.817
14 H -0.271 -2.618 0.215
15 C -0.791 2.530 -1.768
16 O -2.284 -1.029 2.208
17 H -0.298 1.327 2.247
18 H -3.016 -1.611 1.971
19 H -1.719 -3.263 0.603
20 H 1.268 2.434 -1.053
21 C 1.963 -0.216 -1.659
22 H 2.205 -0.130 -0.601
23 H 1.898 -1.261 -2.041
24 O 1.173 -1.811 1.173

Its HOMO energy is -9.17 eV. As for the structure (SMILES): C/C=C/C.O.O.O.O. The value obtained for the HOMO-LUMO gap is 9.45 eV.

=====

Energies in hartree, measured from the most stable structure: A 0.0597; B 0.0000.

=====

A:
ORCA calculation (ωB97M-V/def2-TZVPD) on a 4-piece molecular cluster, C4H16O4 overall.

Geometry (Å):
1 C -6.072 22.425 -12.358
2 H -5.197 19.737 -9.881
3 H -5.970 19.065 -7.794
4 C -4.402 19.635 -5.337
5 O -6.634 19.240 -8.482
6 H -1.926 18.265 -7.296
7 H -5.302 20.216 -5.151
8 O -4.658 18.791 -6.457
9 H -1.176 19.618 -9.661
10 H -4.139 19.070 -4.443
11 H -6.440 23.223 -13.007
12 H -4.063 18.040 -6.424
13 H -2.831 19.388 -9.126
14 H -3.601 20.344 -5.561
15 H -5.360 23.594 -10.965
16 C -6.058 19.062 -9.748
17 C -1.817 18.971 -9.073
18 H -6.792 21.609 -12.375
19 H -5.099 22.053 -12.689
20 O -1.366 18.923 -7.711
21 O -5.979 22.860 -11.002
22 H -6.784 19.314 -10.521
23 H -5.678 18.052 -9.968
24 H -1.891 17.954 -9.469

Its HOMO energy is -9.65 eV. As for the structure (SMILES): CO.CO.CO.CO. The value obtained for the HOMO-LUMO gap is 10.06 eV.

=====

B:
ORCA calculation (ωB97M-V/def2-TZVPD) on a 5-piece molecular cluster, C4H16O4 overall.

Geometry (Å):
1 H -2.452 -1.574 -1.942
2 H 3.072 0.620 1.991
3 H -1.088 0.744 2.401
4 O 0.153 0.958 -2.507
5 H -0.506 1.279 -3.110
6 C -1.587 -0.393 -0.382
7 H 1.940 0.396 -1.390
8 O 2.751 1.512 1.825
9 H 2.804 1.618 0.856
10 H -2.602 0.174 -2.175
11 O 2.648 0.846 -0.898
12 H -0.704 -2.257 -0.523
13 C 0.456 -1.148 0.926
14 O -1.035 0.171 3.193
15 H -1.758 0.556 0.110
16 C -0.679 -1.285 -0.038
17 H -0.351 0.472 3.784
18 H -3.649 -0.646 -0.990
19 H -0.298 0.919 -1.640
20 H 0.054 -1.101 1.946
21 C -2.649 -0.632 -1.433
22 H 1.084 -2.044 0.827
23 H 1.178 -0.364 0.756
24 H 3.218 1.177 -1.588

Its HOMO energy is -9.47 eV. As for the structure (SMILES): C/C=C/C.O.O.O.O. The value obtained for the HOMO-LUMO gap is 10.12 eV.

=====

Energies in hartree, measured from the most stable structure: A 0.0490; B 0.0000.

=====

A:
ORCA calculation (ωB97M-V/def2-TZVPD) on a 5-piece molecular cluster, C4H16O4 overall.

Geometry (Å):
1 H 2.540 1.112 -0.255
2 H 1.649 -0.649 -1.413
3 C -2.111 0.829 0.633
4 H -2.537 -0.300 2.553
5 H 0.042 3.665 0.720
6 H -1.176 -1.557 -1.475
7 H -1.794 -1.230 1.154
8 C -0.577 2.779 0.243
9 C -1.022 1.504 1.000
10 H -0.349 1.399 1.824
11 H -2.649 1.190 -0.100
12 H -1.436 3.170 -0.340
13 H -3.522 -1.012 0.880
14 H -0.445 -1.705 -2.747
15 H 1.881 -2.580 1.212
16 H 1.842 -1.987 -2.235
17 H 3.112 0.185 0.887
18 C -2.531 -0.468 1.361
19 O 1.619 -1.107 -2.338
20 H 0.166 2.550 -0.543
21 O 2.902 0.260 -0.056
22 H 2.868 -1.611 0.352
23 O -1.262 -2.072 -2.336
24 O 2.792 -2.365 1.021

Its HOMO energy is -9.63 eV. As for the structure (SMILES): C/C=C/C.O.O.O.O. The value obtained for the HOMO-LUMO gap is 9.75 eV.

=====

B:
ORCA calculation (ωB97M-V/def2-TZVPD) on C4H16O4 as an isolated structure.

Geometry (Å):
1 H -0.384 2.263 2.638
2 H 1.624 1.706 -2.653
3 C 1.057 0.805 -2.885
4 H -0.483 0.480 2.242
5 H 0.024 -2.431 1.577
6 C -0.087 -2.895 0.597
7 H -0.207 0.995 -1.502
8 H 1.450 -0.069 -0.781
9 H 0.212 -0.506 0.398
10 H -1.910 1.403 2.658
11 C -0.946 1.463 2.155
12 O -1.053 1.875 0.815
13 H -1.238 -4.117 1.422
14 O -1.174 -3.711 0.555
15 H 1.428 0.584 0.882
16 H 0.906 -3.240 0.309
17 O 0.133 1.396 -0.572
18 H 1.461 -0.065 -2.367
19 H -1.726 2.559 0.861
20 O -0.231 0.897 -2.457
21 H 1.079 0.687 -3.968
22 C 0.818 0.317 0.019
23 H -0.409 1.702 0.159
24 H -0.344 -2.098 -0.101

Its HOMO energy is -7.71 eV. The value obtained for the HOMO-LUMO gap is 7.79 eV.

=====

Energies in hartree, measured from the most stable structure: A 0.0000; B 0.2425.

=====

A:
ORCA calculation (ωB97M-V/def2-TZVPD) on C7H12N5 as an isolated structure.

Geometry (Å):
1 H 2.014 -2.240 -1.273
2 H -1.640 -1.019 1.025
3 H 0.605 2.005 1.594
4 H 1.193 -3.899 -0.955
5 N -0.316 1.859 1.932
6 N 1.912 0.651 -2.520
7 C 0.329 -0.535 0.507
8 H -0.546 2.606 2.480
9 H -3.025 1.810 2.405
10 H 0.417 1.517 -3.633
11 H 1.147 -0.424 1.300
12 H -1.315 1.155 -1.651
13 N -2.522 1.084 1.978
14 H -3.113 0.457 1.595
15 C -0.168 0.820 -1.699
16 N -0.939 -0.219 0.985
17 C 0.362 -2.374 0.007
18 H -0.403 -2.765 0.656
19 C 1.259 -2.824 -0.801
20 C -1.221 0.929 1.606
21 N 0.664 0.340 -0.657
22 C 1.867 0.189 -1.329
23 H 2.805 -0.239 -0.814
24 C 0.636 1.117 -2.740

Its HOMO energy is -12.13 eV. The value obtained for the HOMO-LUMO gap is 9.01 eV. Its charge is +1.

=====

B:
ORCA calculation (ωB97M-V/def2-TZVPD) on an isolated ion of composition C7H12N5 and charge +1.

Geometry (Å):
1 N 0.634 -0.006 -0.307
2 N -1.558 -0.534 1.486
3 N 0.482 -0.689 -2.754
4 C -0.647 -0.239 -0.783
5 H -0.058 0.555 2.400
6 H -1.549 1.127 0.371
7 H 0.740 -1.828 0.661
8 N 0.740 0.240 -3.579
9 C -1.728 0.051 0.226
10 H -1.732 -0.869 -2.598
11 H 0.126 -0.993 2.771
12 H -2.763 -0.059 -0.202
13 H 1.500 2.111 -1.372
14 H -1.984 -1.497 1.490
15 C 2.003 1.283 -1.807
16 C -0.746 -0.636 -2.097
17 C 0.874 -0.828 0.885
18 H 1.934 -0.646 1.259
19 H 2.933 1.618 -1.841
20 H -2.067 0.128 2.091
21 N 1.756 0.015 -1.211
22 C 1.504 1.196 -3.287
23 C -0.144 -0.433 1.919
24 H 1.652 2.046 -4.049

Its HOMO energy (alpha / beta) is -11.21 / -11.18 eV. The value obtained for the HOMO-LUMO gap (alpha / beta) is 7.61 / 7.57 eV. Its charge is +1.

=====

Energies in hartree, measured from the most stable structure: A 0.0000; B 0.1494.

=====

A:
ORCA calculation (ωB97M-V/def2-TZVPD) on CH6N4 in the gas phase.

Geometry (Å):
1 H 2.045 -1.120 0.853
2 N -0.934 -0.506 -0.003
3 H -2.810 -1.077 -0.123
4 H 1.634 1.137 0.606
5 N 1.848 -0.723 -0.103
6 H -2.556 0.396 -0.728
7 N 1.175 0.504 -0.058
8 N -2.336 -0.215 0.104
9 C -0.218 0.531 0.015
10 H 2.715 -0.520 -0.530
11 H -0.563 1.594 -0.034

Its HOMO energy is -8.36 eV. As for the structure (SMILES): N/N=C/NN. The value obtained for the HOMO-LUMO gap is 9.41 eV.

=====

B:
ORCA calculation (ωB97M-V/def2-TZVPD) on CH6N4 in the gas phase.

Geometry (Å):
1 N 0.128 1.387 0.364
2 H -0.523 -1.217 1.519
3 N 0.395 -0.050 -1.874
4 H -1.480 -0.461 0.184
5 H -1.295 0.384 1.775
6 H -0.239 1.502 -0.587
7 C -0.858 -0.290 1.052
8 H 0.617 -0.617 -2.694
9 H 1.506 -0.087 0.909
10 N 0.735 0.040 0.262
11 N 1.012 -0.592 -0.909

Its HOMO energy (alpha / beta) is -7.23 / -7.25 eV. The value obtained for the HOMO-LUMO gap (alpha / beta) is 7.38 / 7.41 eV.

=====

C:
ORCA calculation (ωB97M-V/def2-TZVPD) on a 2-piece molecular cluster, CH6N4 overall.

Geometry (Å):
1 H -0.186 0.408 0.285
2 H 2.363 0.629 0.542
3 H -3.566 0.229 0.167
4 H 4.387 -1.323 0.129
5 H -2.023 -0.795 0.587
6 N -0.575 1.153 -0.386
7 N 3.638 -0.800 0.603
8 N 2.964 0.022 -0.088
9 N -1.752 1.118 -0.556
10 H -2.679 -0.573 -1.167
11 C -2.571 -0.068 -0.116

Its HOMO energy is -9.01 eV. As for the structure (SMILES): [H]/N=N/[H].[H]/N=N\C. The value obtained for the HOMO-LUMO gap is 9.56 eV.

=====

D:
ORCA calculation (ωB97M-V/def2-TZVPD) on CH6N4 in the gas phase.

Geometry (Å):
1 N -1.011 0.756 0.134
2 H -2.864 0.672 0.561
3 H 1.578 1.209 -1.108
4 H -0.662 -1.591 -0.005
5 N 0.192 0.242 0.137
6 H 1.376 1.946 0.327
7 H 0.857 -1.376 -1.036
8 C 0.385 -1.202 -0.031
9 N 1.263 1.099 -0.127
10 H 0.939 -1.759 0.775
11 N -2.054 0.006 0.374

Its HOMO energy is -8.82 eV. As for the structure (SMILES): [H]/N=N/N(C)N. The value obtained for the HOMO-LUMO gap is 9.90 eV.

=====

Energies in hartree, measured from the most stable structure: A 0.0000; B 0.1624; C 0.0636; D 0.0340.